No. 1
84
Properties=species:S:1:pos:R:3 method="wB97M-V/def2-TZVPD" e_lumo_ev=-4.989 homo_energy_ev=-12.49 de_lowest_ev=0.0000 total_charge=+2
Ga 3.3486 0.7043 0.0316
C 5.9913 1.0566 -1.1353
O 5.3413 1.1820 0.1410
C 5.4547 2.4508 0.7881
C 4.5533 3.4470 0.0172
O 3.4576 2.6966 -0.4810
C 2.5251 3.4438 -1.2482
H 7.0593 1.2101 -0.9861
H 5.6340 1.7886 -1.8546
H 5.7757 0.0616 -1.4502
H 6.4953 2.7640 0.7879
H 5.1218 2.3048 1.8098
H 5.0802 3.8953 -0.8113
H 4.1778 4.2322 0.6857
H 1.9528 4.1110 -0.6117
H 1.8396 2.7421 -1.7074
H 3.0890 4.0251 -1.9681
F -3.1549 1.3098 -2.0908
C -2.6873 1.3016 -0.8147
C -1.3340 1.2636 -0.5696
C -0.8817 1.2194 0.7429
C 0.5376 1.1906 1.0367
O 1.3417 1.2624 0.0688
C 0.9416 1.0705 2.3734
C -0.0387 1.0519 3.3317
N -1.3591 1.0841 3.1023
C -2.2340 1.2613 4.2316
C -2.0089 0.3846 5.4296
C -3.2144 0.1629 4.5928
C -1.8418 1.1471 1.7747
C -3.2230 1.2147 1.5268
C -3.6627 1.3204 0.2144
N -5.0101 1.3662 -0.0926
C -6.0034 0.5128 0.5434
C -6.6640 -0.4468 -0.4407
N -7.1997 0.3139 -1.6056
C -6.1583 1.1890 -2.2971
C -5.5498 2.1140 -1.2175
C 2.3873 1.0545 2.8131
O 2.6469 1.2055 3.9812
O 3.2965 0.8538 1.8912
H -0.6202 1.3175 -1.3743
H 0.2748 0.9877 4.3705
H -2.5509 2.2753 4.3779
H -2.1097 0.8507 6.4017
H -1.2268 -0.3708 5.3869
H -4.1689 0.4513 5.0289
H -3.1868 -0.6968 3.9506
H -3.9325 1.2862 2.3265
H -6.7677 1.1578 1.0314
H -5.5717 -0.0983 1.3108
H -7.5320 -0.9224 0.0261
H -5.9515 -1.1727 -0.8153
H -7.9383 0.9133 -1.2316
H -7.5993 -0.3056 -2.2995
H -6.6318 1.7424 -3.1012
H -5.4401 0.4838 -2.6832
H -6.3417 2.7869 -0.8131
H -4.7917 2.7143 -1.6947
C 2.6651 -3.3525 -4.1298
C 3.6361 -3.6872 -3.0044
C 5.0200 -3.0904 -3.1828
O 3.0365 -3.3014 -1.7231
P 3.0388 -2.0600 -0.7816
S 4.5981 -1.7366 0.3716
S 2.6835 -0.3934 -1.8813
O 1.8700 -2.3520 0.2079
C 0.6691 -3.2016 0.3070
C 0.9932 -4.6642 0.1680
C -0.4339 -2.7031 -0.5851
H 2.9785 -3.8783 -5.0304
H 2.6548 -2.2895 -4.3253
H 1.6606 -3.6231 -3.8559
H 3.7349 -4.7625 -2.8907
H 4.9586 -1.9953 -3.2959
H 5.4344 -3.4966 -4.1090
H 5.6557 -3.3545 -2.3432
H 0.3797 -3.0097 1.3465
H 1.1471 -4.9450 -0.8732
H 0.1372 -5.2316 0.5092
H 1.8567 -4.9691 0.7312
H -0.2149 -2.9609 -1.6242
H -0.5600 -1.6230 -0.4783
H -1.3362 -3.2425 -0.2594

No. 2
77
Properties=species:S:1:pos:R:3 method="wB97M-V/def2-TZVPD" e_lumo_ev="-6.792 / -6.791" homo_energy_ev="-13.25 / -13.21" de_lowest_ev=1.0142 total_charge=+2
Pd 0.4414 0.4386 0.9087
C 0.5172 -1.8231 3.0037
C 2.0160 -2.0160 2.7602
C 2.4874 -1.9585 1.3289
C 3.4310 -2.8921 0.8967
C 4.0227 -2.7467 -0.3437
C 3.6261 -1.6824 -1.1457
C 2.6304 -0.8437 -0.6847
N 2.0704 -0.9785 0.5211
N 0.0800 -0.4292 2.9588
C -1.3728 -0.3387 3.0927
C -1.9234 0.9779 2.5885
C -3.1875 1.4109 2.9733
C -3.6733 2.6088 2.4720
C -2.8763 3.3349 1.5982
C -1.6326 2.8335 1.2615
N -1.1710 1.6824 1.7427
C 0.7712 0.4199 3.9342
C 1.9501 1.1453 3.3269
C 3.0980 1.4060 4.0672
C 4.1327 2.1194 3.4853
C 3.9893 2.5506 2.1745
C 2.8157 2.2525 1.5025
N 1.8250 1.5687 2.0673
H -0.0331 -2.3783 2.2369
H 0.2711 -2.2547 3.9868
H 2.5795 -1.2584 3.3136
H 2.2957 -2.9867 3.1718
H 3.7114 -3.7064 1.5493
H 4.7846 -3.4362 -0.6716
H 4.0798 -1.5024 -2.1051
H 2.2687 -0.0200 -1.2966
H -1.8347 -1.1416 2.5015
H -1.6860 -0.4890 4.1378
H -3.7777 0.8155 3.6534
H -4.6506 2.9653 2.7616
H -3.2165 4.2721 1.1917
H -0.9714 3.3601 0.5842
H 0.0713 1.1864 4.2839
H 1.0921 -0.1576 4.8125
H 3.1730 1.0607 5.0869
H 5.0280 2.3339 4.0472
H 4.7709 3.1100 1.6895
H 2.6526 2.5986 0.4876
C 0.6729 0.9579 -4.4693
Si -0.4382 2.2229 -3.5799
C 0.5303 3.1599 -2.2226
C -1.4000 3.3086 -4.8038
C -1.8147 1.2864 -2.5724
Te -1.1225 -0.0596 -1.0634
C -0.7413 -1.7106 -2.3525
Si -2.2386 -2.9143 -2.0671
C -2.1379 -4.3771 -3.2620
C -2.0056 -3.4285 -0.2394
C -3.8547 -1.9321 -2.3033
H 1.4368 1.4695 -5.0458
H 0.1027 0.3588 -5.1734
H 1.1775 0.2803 -3.7847
H 1.4438 3.5911 -2.6156
H 0.7979 2.5003 -1.3854
H -0.0612 3.9817 -1.8271
H -0.7157 3.8913 -5.4107
H -2.0714 4.0026 -4.3072
H -1.9942 2.7005 -5.4806
H -2.4341 0.6880 -3.2329
H -2.4448 2.0119 -2.0638
H 0.2018 -2.1822 -2.0932
H -0.6959 -1.3499 -3.3720
H -1.2222 -4.9477 -3.1464
H -2.2076 -4.0532 -4.2956
H -2.9694 -5.0486 -3.0759
H -1.1107 -4.0312 -0.1139
H -2.8424 -4.0196 0.1135
H -1.9210 -2.5522 0.4056
H -3.9631 -1.5891 -3.3275
H -3.9208 -1.0636 -1.6495
H -4.7119 -2.5640 -2.0959

No. 3
75
Properties=species:S:1:pos:R:3 method="wB97M-V/def2-TZVPD" e_lumo_ev=-0.392 homo_energy_ev=-6.91 de_lowest_ev=0.5368
Zn 0.6544 0.0011 -0.4734
C -1.6266 0.9303 1.6303
C -1.6227 -0.5062 1.5963
C -1.6155 -0.8771 0.2372
C -1.4207 0.3618 -0.5292
C -1.5719 1.4648 0.3692
C -1.8285 2.9117 -0.0226
C -1.9914 3.0439 -1.5374
C -3.1403 3.3455 0.6493
C -0.7270 3.8767 0.4274
C -2.3141 -1.9976 -0.5649
C -2.7105 -3.2607 0.2016
C -3.6542 -1.3602 -1.0206
C -1.5490 -2.4164 -1.8294
C -1.6526 -1.2198 2.9604
C -3.0922 -1.2024 3.4946
C -1.1211 -2.6548 3.0247
C -0.7643 -0.4389 3.9536
H -1.6694 1.5124 2.5370
H -1.7464 0.4396 -1.5572
H -2.8070 2.4229 -1.9098
H -1.0754 2.7571 -2.0578
H -2.2123 4.0806 -1.7981
H -3.9412 2.6348 0.4426
H -3.4423 4.3296 0.2845
H -3.0198 3.4083 1.7311
H 0.1872 3.7359 -0.1447
H -0.4787 3.7300 1.4788
H -1.0696 4.9061 0.2917
H -3.2298 -3.0174 1.1272
H -1.8651 -3.9106 0.4286
H -3.3924 -3.8491 -0.4157
H -4.1095 -0.7951 -0.2060
H -4.3532 -2.1369 -1.3374
H -3.5117 -0.6811 -1.8590
H -0.8289 -3.2138 -1.6431
H -1.0173 -1.5785 -2.2807
H -2.2548 -2.7885 -2.5748
H -3.7233 -1.9193 2.9649
H -3.5353 -0.2151 3.3733
H -3.1103 -1.4614 4.5558
H -1.6194 -3.3447 2.3524
H -1.2737 -3.0304 4.0393
H -0.0463 -2.6817 2.8372
H -1.2154 0.4994 4.2683
H 0.2082 -0.2124 3.5127
H -0.6054 -1.0387 4.8527
C 5.0641 3.8555 -2.1277
C 3.5562 4.0513 -2.2003
N 2.8531 3.5103 -1.0540
C 2.5924 2.1872 -0.9172
S 1.9388 1.6680 0.6229
N 2.8667 1.3944 -1.9325
N 2.4251 0.1222 -1.6206
C 3.2447 -0.8484 -1.7060
C 4.6489 -0.6957 -2.1894
C 2.7392 -2.1128 -1.1137
C 3.4469 -3.3056 -1.1490
C 2.9192 -4.4198 -0.5142
C 1.7028 -4.3121 0.1334
C 1.0602 -3.0837 0.1151
N 1.5611 -2.0145 -0.4803
H 5.5546 4.3182 -2.9843
H 5.3074 2.7940 -2.1235
H 5.4720 4.3054 -1.2217
H 3.1557 3.5644 -3.0902
H 3.3054 5.1116 -2.2662
H 2.8481 4.0376 -0.1964
H 4.6740 0.0324 -2.9976
H 5.0738 -1.6348 -2.5317
H 5.2750 -0.3054 -1.3833
H 4.3948 -3.3663 -1.6605
H 3.4575 -5.3576 -0.5263
H 1.2537 -5.1484 0.6489
H 0.1155 -2.9310 0.6052

no.,E_tot (Ha)
1,-4907.00995
2,-2247.52079
3,-3450.56709